[1]
{
  "formula": "C21H41INO6",
  "method": "wB97M-V/def2-TZVPD",
  "homo_lumo_gap_ev": 6.361,
  "charge": -1,
  "lumo_energy_ev": 2.104,
  "e_homo_ev": -4.26,
  "fmax_ev_per_a": 7.6,
  "species": ["I", "O", "O", "O", "O", "O", "O", "N", "C", "C", "C", "C", "C", "C", "C", "C", "C", "C", "C", "C", "C", "C", "C", "C", "C", "C", "C", "C", "C", "H", "H", "H", "H", "H", "H", "H", "H", "H", "H", "H", "H", "H", "H", "H", "H", "H", "H", "H", "H", "H", "H", "H", "H", "H", "H", "H", "H", "H", "H", "H", "H", "H", "H", "H", "H", "H", "H", "H", "H", "H"],
  "coordinates": [[1.692, -0.690, -5.047], [-1.902, 0.610, -4.382], [-4.529, -2.052, -6.801], [2.940, -0.542, 5.567], [-1.088, 1.787, 0.725], [1.621, -2.552, 0.771], [-0.742, 2.202, -2.961], [0.472, -1.044, -2.311], [3.905, -0.169, 7.696], [-1.122, 0.910, -3.163], [-1.956, 2.538, -0.136], [-1.419, 2.094, 2.086], [4.116, 0.477, -2.230], [-3.051, 3.111, 0.737], [-5.142, -1.252, -7.822], [-2.341, 3.294, 2.054], [-5.481, 0.080, -7.190], [-0.708, -0.155, -1.988], [-4.221, -1.207, -5.683], [3.517, -1.227, 6.687], [2.796, -2.683, 1.583], [1.643, -0.284, -2.893], [0.579, -1.972, 1.567], [2.875, 0.901, 7.443], [2.546, -1.889, 2.847], [1.052, -2.008, 3.003], [3.104, -0.834, -2.293], [2.696, 0.821, 5.943], [-4.399, 0.221, -6.150], [-2.345, 1.889, -0.925], [1.693, 1.117, 5.624], [-6.023, -1.767, -8.215], [-1.921, 1.219, 2.513], [4.372, -1.823, 6.354], [-3.476, 0.578, -6.622], [3.669, -2.327, 1.030], [-3.204, -1.411, -5.337], [3.557, -1.669, -2.988], [2.820, -0.839, 2.689], [0.211, -1.881, -2.876], [-1.658, -0.853, -1.814], [-3.014, 3.338, 2.914], [-4.656, 0.906, -5.339], [3.941, 1.029, -1.189], [-0.351, -2.528, 1.417], [0.429, -0.943, 1.223], [-6.461, 0.024, -6.701], [-4.921, -1.452, -4.877], [-0.504, 2.284, 2.654], [3.428, 1.447, 5.422], [0.610, -1.219, 3.618], [5.256, 0.165, -2.381], [3.109, -2.264, 3.705], [3.807, 1.211, -3.111], [1.936, 0.637, 7.946], [2.982, -1.273, -1.194], [2.932, -3.747, 1.804], [3.178, 1.893, 7.785], [4.905, 0.218, 7.467], [3.909, -0.542, 8.724], [-0.471, 0.384, -0.961], [-1.361, 3.333, -0.599], [-4.415, -1.133, -8.633], [-5.505, 0.900, -7.912], [-1.751, 4.218, 2.032], [2.757, -1.903, 7.093], [-3.860, 2.380, 0.850], [1.616, 0.858, -2.635], [-3.477, 4.034, 0.335], [0.802, -2.975, 3.455]],
  "atomic_forces_ev_per_a": [[0.1338, 0.5498, 0.1442], [3.8859, 0.2704, 6.5631], [-0.3418, 0.2244, -0.4138], [0.1024, 0.1949, 0.4997], [-0.2283, 0.2001, 0.6671], [0.1993, -0.0218, 0.4325], [-1.2264, -6.0505, -0.3497], [0.2947, 1.4254, -0.7256], [0.6192, -0.0484, 0.2329], [-1.7230, 4.5414, -4.0351], [0.1356, 0.1959, -0.5940], [0.2542, -0.4336, -0.1905], [-0.3518, -0.2011, -0.2499], [-0.5393, -0.1756, -0.1365], [0.2319, -0.3955, -0.0874], [0.1151, 0.4899, 0.4298], [-0.5849, 0.1392, -0.0805], [-1.2079, -0.4268, 0.1429], [0.3245, -0.2207, 0.4832], [-0.2293, -0.3293, -0.2448], [-0.1483, -0.2570, -0.3255], [0.6605, -1.1221, 2.3131], [-0.1720, 0.2619, -0.4673], [-0.4872, 0.2957, 0.3176], [0.5420, 0.3013, 0.1107], [-0.3886, -0.2321, 0.3892], [0.2943, 0.4693, 0.1148], [0.0194, 0.0780, -0.4678], [0.5087, 0.3905, 0.0892], [0.2475, 0.1683, 0.0949], [0.1058, -0.1087, -0.0674], [0.0632, -0.1041, 0.0111], [-0.0274, -0.0049, 0.1510], [-0.1128, 0.0371, -0.0861], [-0.0745, -0.0313, 0.2799], [-0.0932, -0.0469, -0.0803], [-0.1753, 0.1331, -0.0620], [-0.9774, 1.6798, 1.4123], [0.0163, -0.1417, 0.0820], [0.3475, 1.3408, 0.5270], [2.0691, 1.3611, -0.3688], [0.0838, -0.0152, -0.0193], [0.1969, -0.1416, -0.1023], [0.5688, -1.1196, -2.3382], [0.1194, 0.0262, -0.1209], [-0.1217, -0.0131, 0.0186], [0.0045, 0.0052, -0.1017], [-0.0238, 0.0483, 0.0966], [0.0206, -0.0799, -0.0778], [-0.0596, 0.0899, 0.0193], [0.0519, -0.0770, -0.0712], [-2.5046, 0.7520, 0.5113], [-0.0683, 0.1071, -0.1520], [0.8092, -1.4805, 1.8770], [0.0810, 0.0769, -0.0452], [-0.0725, 0.9231, -2.4324], [0.1295, -0.0390, 0.0466], [-0.0515, -0.0974, -0.0638], [-0.0835, -0.0736, 0.0566], [0.0117, 0.0099, -0.1193], [-0.5536, -0.8222, -2.4544], [-0.1426, -0.1793, -0.1564], [-0.0558, 0.0595, -0.1029], [-0.0093, -0.0814, 0.0233], [-0.0479, -0.0829, 0.0444], [0.0716, -0.0624, 0.0657], [0.0210, 0.0912, -0.0229], [-0.5083, -2.1798, -0.8368], [0.0668, -0.1214, -0.0053], [-0.0150, 0.0808, 0.0086]]
}

***

[2]
{
  "formula": "C5H15N",
  "method": "wB97M-V/def2-TZVPD",
  "homo_lumo_gap_ev": 9.630,
  "lumo_energy_ev": 1.055,
  "e_homo_ev": -8.57,
  "fmax_ev_per_a": 4.7,
  "smiles": "CCC.CNC",
  "relative_energy_kcal_mol": 49.03,
  "species": ["N", "C", "C", "C", "C", "C", "H", "H", "H", "H", "H", "H", "H", "H", "H", "H", "H", "H", "H", "H", "H"],
  "coordinates": [[-2.456, -2.552, 1.799], [-1.297, -2.702, 2.713], [1.489, 1.590, -2.426], [3.054, 3.837, -2.097], [-3.771, -3.142, 2.070], [2.388, 2.646, -1.450], [-0.957, -3.776, 2.752], [3.387, 4.714, -1.590], [-0.491, -2.046, 2.376], [-1.469, -2.406, 3.691], [3.255, 2.042, -1.155], [1.722, 2.791, -0.515], [-3.865, -4.232, 1.968], [2.164, 1.010, -2.989], [2.235, 4.185, -2.835], [-3.947, -3.168, 3.138], [-2.284, -2.903, 0.863], [-4.519, -2.540, 1.458], [0.898, 2.124, -3.129], [0.628, 1.150, -1.866], [3.838, 3.377, -2.777]],
  "atomic_forces_ev_per_a": [[-0.2585, -0.0003, -0.2724], [-0.0943, -1.9235, -2.5341], [-0.0225, 2.9180, 2.3628], [-2.2609, -0.8481, -4.0706], [0.0510, 0.3761, 0.6781], [-1.4295, -2.5160, 1.2923], [0.0825, 0.8833, 0.0369], [0.3412, 0.0867, 0.9026], [-0.0044, -0.2987, -0.2820], [-1.0258, 0.6184, 1.8605], [-0.5461, -0.3374, 0.6080], [1.2555, 0.2980, -1.4959], [0.1601, -0.0862, -1.1725], [0.4584, -1.3508, -0.2633], [1.3990, 0.1230, 0.8181], [-0.4892, 1.1631, 0.4127], [0.9677, 0.4082, 0.1775], [0.6122, -1.1390, 1.0937], [-0.1617, 1.1417, -0.9846], [1.4942, -0.5368, 0.0130], [-0.5288, 1.0202, 0.8191]]
}